Computed, not measured: 2 unconnected molecules or ions with the total composition C4H12 in a non-equilibrium geometry, with ωB97M-V with the def2-TZVPD basis set.

Each line ends with the Löwdin charge.
Geometry (Å):
C -0.06876 -0.47752 1.93010  -0.19
H 1.20236 1.84966 -1.93994  0.09
H -1.56491 1.12146 -2.43433  0.11
H 0.77646 -2.35941 2.07056  0.08
H 1.03076 0.64180 -0.72093  0.01
C -0.87941 1.14615 -1.43003  -0.18
H -0.31054 -2.24319 0.54182  0.07
H -1.39632 0.56081 -0.80839  -0.03
H -0.63609 -0.41555 2.91611  0.08
H 1.23635 -1.67377 0.64318  0.03
C 0.62306 0.89346 -1.65885  -0.17
H 0.65984 0.39713 1.98489  0.08
H 0.77157 0.06561 -2.38210  0.07
C 0.36370 -1.74106 1.22191  -0.18
H -0.99698 2.30315 -1.18605  0.10
H -0.81110 -0.06874 1.25206  0.02

Properties
**HOMO energy**: -11.16 eV
**DFT total energy**: -4341.000 eV
**Energy above the lowest of the compared OMol25 structures with the same formula, charge and spin**: 1.529 eV
**SMILES**: CC.CC
**Gap between HOMO and LUMO**: 0.452 hartree
**Net charge**: 0